(1)
Density functional theory data (ωB97M-V with the def2-TZVPD basis set) for 2 unconnected molecules or ions with the total composition C4H12 at a distorted geometry.

Each line ends with the natural charge from an NBO analysis.
Geometry (Å):
C (1.7806, -0.6862, -0.9529)  -0.607
C (2.2221, -0.0264, 0.3257)  -0.608
H (1.0930, -1.5171, -0.7154)  0.192
H (1.2053, 0.0050, -1.5780)  0.196
H (2.5657, -1.1588, -1.5252)  0.239
H (2.6321, 0.9859, 0.1995)  0.225
H (3.0228, -0.5605, 0.8186)  0.233
H (1.3801, 0.0969, 1.0207)  0.172
C (-1.6402, 0.0386, -0.2361)  -0.601
C (-2.3581, 0.6430, 0.8768)  -0.526
H (-1.5927, 0.7771, -1.0799)  0.357
H (-0.6898, -0.4034, 0.0143)  0.272
H (-2.3225, -0.7575, -0.6599)  0.384
H (-1.7375, 1.4740, 1.3741)  0.426
H (-3.3491, 1.0249, 0.6682)  0.265
H (-2.3950, 0.1128, 1.8666)  0.380

DFT total energy ... -159.15367 a.u.
2S+1 ... 2
Energy above the lowest of the compared OMol25 structures with the same formula, charge and spin ... 42.4 kJ/mol
HOMO energy (alpha / beta) ... -15.18 / -15.04 eV
Net charge ... +1
Orbital gap (alpha / beta) ... 11.685 / 3.516 eV



(2)
Density functional theory data (ωB97M-V with the def2-TZVPD basis set) for C6H6O3S in the gas phase at a distorted geometry.

Each line ends with the natural charge from an NBO analysis.
Geometry (Å):
C (1.9630, -0.3303, -1.9579)  -0.107
C (1.5178, -0.5229, -0.8533)  -0.071
C (0.7392, -0.9694, 0.2154)  -0.048
C (0.2687, -2.2555, 0.6104)  -0.440
S (-0.8805, -1.9193, 1.9745)  2.292
O (-0.6425, -2.9196, 2.9496)  -0.904
O (-2.2801, -1.7992, 1.6191)  -0.901
O (-0.1399, -0.4429, 2.3255)  -0.654
C (0.1630, 0.1141, 1.0494)  0.031
C (-1.0934, 0.7313, 0.3435)  -0.652
H (2.4778, -0.4194, -2.8465)  0.234
H (0.2059, -3.2695, 0.2196)  0.268
H (0.8131, 0.9496, 1.4599)  0.238
H (-1.0729, 0.4172, -0.7018)  0.221
H (-1.0093, 1.9282, 0.2780)  0.224
H (-2.0273, 0.4107, 0.9190)  0.271

DFT total energy ... -855.97601 a.u.
2S+1 ... 1
Energy above the lowest of the compared OMol25 structures with the same formula, charge and spin ... 390.2 kJ/mol
HOMO energy ... -9.98 eV
SMILES string ... C#CC1=CS(=O)(=O)O[C@@H]1C
Orbital gap ... 9.227 eV



(3)
Density functional theory data (ωB97M-V with the def2-TZVPD basis set) for 9 unconnected molecules or ions with the total composition C50H111F4N8O10S4 at a distorted geometry.

Each line ends with the Löwdin charge.
Geometry (Å):
C (23.2577, 22.6116, -10.0155)  -0.100
C (22.1682, 22.1581, -10.9182)  -0.208
C (21.3748, 23.2444, -11.6639)  -0.091
N (20.1643, 22.7576, -12.4401)  -0.237
C (20.5280, 21.6091, -13.3797)  0.031
C (19.0694, 22.2846, -11.4646)  -0.103
C (18.2127, 23.4879, -11.1002)  -0.151
C (18.4166, 24.5140, -12.2268)  -0.133
C (19.3944, 23.8198, -13.2230)  -0.077
H (22.8969, 23.2693, -9.2160)  0.048
H (24.0874, 23.1592, -10.4643)  0.090
H (23.6735, 21.8208, -9.3893)  0.091
H (21.5005, 21.6305, -10.2312)  0.100
H (22.4954, 21.4363, -11.6670)  0.124
H (21.9511, 23.6552, -12.4951)  0.138
H (21.0904, 24.0263, -10.9583)  0.131
H (19.6433, 21.2957, -13.9291)  0.104
H (20.8595, 20.7175, -12.8420)  0.060
H (21.2997, 22.0619, -14.0000)  0.122
H (18.5125, 21.5822, -12.0882)  0.115
H (19.2912, 21.6723, -10.5904)  0.108
H (17.1574, 23.2293, -11.0548)  0.097
H (18.5560, 23.9294, -10.1651)  0.087
H (17.4410, 24.7459, -12.6447)  0.107
H (19.0314, 25.3501, -11.8921)  0.095
H (18.7530, 23.3899, -13.9905)  0.131
H (20.1509, 24.4382, -13.7033)  0.137
C (14.2828, 15.7476, -8.6845)  -0.051
C (13.6845, 17.0088, -8.0646)  -0.245
C (12.7594, 16.6976, -6.9102)  -0.107
N (11.9657, 17.9101, -6.3576)  -0.219
C (12.7884, 19.1991, -6.2032)  0.021
C (11.3497, 17.5504, -4.9536)  -0.072
C (9.9682, 18.1302, -5.1230)  -0.186
C (9.5258, 17.6657, -6.4705)  -0.139
C (10.7504, 18.1963, -7.2981)  -0.065
H (15.0442, 15.3164, -8.0379)  0.091
H (14.5961, 16.0784, -9.6746)  0.072
H (13.5162, 15.0045, -8.9130)  0.086
H (13.0422, 17.4673, -8.8223)  0.080
H (14.5125, 17.6783, -7.8315)  0.097
H (13.4360, 16.4388, -6.0933)  0.142
H (11.9920, 15.9515, -7.1052)  0.140
H (13.6400, 19.0470, -5.5444)  0.108
H (12.1333, 19.9656, -5.7917)  0.104
H (13.1056, 19.5361, -7.1870)  0.068
H (11.9706, 17.8745, -4.1210)  0.134
H (11.2925, 16.4665, -4.8501)  0.134
H (10.0056, 19.2193, -5.0866)  0.123
H (9.2398, 17.7572, -4.4015)  0.136
H (8.6390, 18.2213, -6.7760)  0.127
H (9.3296, 16.6075, -6.6314)  0.129
H (10.6856, 19.2657, -7.4729)  0.128
H (10.8287, 17.5430, -8.1640)  0.120
C (13.7912, 24.2207, -13.3972)  -0.094
C (13.2116, 22.8244, -13.4238)  -0.218
C (14.2222, 21.7616, -12.9389)  -0.113
N (13.8604, 20.2914, -13.2085)  -0.204
C (13.4949, 20.0550, -14.6803)  0.028
C (12.7144, 19.7773, -12.2943)  -0.079
C (13.4856, 19.0623, -11.2004)  -0.124
C (14.6177, 18.3669, -12.0199)  -0.152
C (15.1198, 19.3728, -12.9742)  -0.104
H (13.8766, 24.6272, -12.3871)  0.075
H (13.1659, 24.9451, -13.9188)  0.086
H (14.7927, 24.3285, -13.8192)  0.069
H (12.7313, 22.5320, -14.3562)  0.106
H (12.4070, 22.7870, -12.6852)  0.110
H (14.4090, 21.8751, -11.8709)  0.129
H (15.1633, 21.8620, -13.4810)  0.126
H (13.4532, 18.9754, -14.8073)  0.112
H (14.2370, 20.4646, -15.3627)  0.117
H (12.5258, 20.5102, -14.8716)  0.099
H (11.9988, 19.1216, -12.7896)  0.138
H (12.0783, 20.6000, -11.9679)  0.128
H (12.8168, 18.2799, -10.8432)  0.106
H (13.8200, 19.7480, -10.4165)  0.106
H (14.2454, 17.5479, -12.6394)  0.132
H (15.4745, 17.9636, -11.4797)  0.116
H (15.5850, 18.8550, -13.8112)  0.146
H (15.8864, 19.9527, -12.4589)  0.106
C (20.6826, 22.1072, -7.2601)  -0.080
C (21.7982, 22.9213, -6.5700)  -0.192
C (22.1240, 22.2788, -5.2229)  -0.139
N (23.1533, 23.0644, -4.4117)  -0.235
C (24.5245, 23.0509, -5.1584)  0.068
C (22.7191, 24.4739, -4.1031)  -0.099
C (23.4136, 24.7565, -2.7482)  -0.143
C (23.3042, 23.4487, -1.9642)  -0.131
C (23.3978, 22.3519, -3.0235)  -0.060
H (20.3531, 22.6931, -8.1242)  0.068
H (19.7637, 21.8848, -6.7238)  0.057
H (21.1034, 21.2433, -7.7770)  0.075
H (21.3525, 23.8759, -6.2789)  0.092
H (22.6938, 23.0695, -7.1651)  0.081
H (22.5589, 21.2854, -5.3574)  0.129
H (21.3295, 22.1146, -4.4937)  0.126
H (24.9285, 22.0612, -4.9740)  0.110
H (25.0848, 23.8687, -4.7064)  0.106
H (24.4764, 23.3714, -6.1963)  0.098
H (22.8562, 25.1525, -4.9411)  0.138
H (21.6446, 24.3858, -3.9264)  0.133
H (24.4473, 25.0613, -2.9218)  0.116
H (22.9664, 25.6021, -2.2279)  0.126
H (24.0415, 23.3357, -1.1734)  0.133
H (22.2994, 23.5209, -1.5466)  0.123
H (24.3850, 21.8975, -3.0023)  0.130
H (22.6250, 21.6194, -2.7975)  0.120
C (18.3654, 25.1093, -6.5328)  -0.070
C (17.8631, 25.8550, -7.7764)  -0.223
C (18.1557, 27.3314, -7.6644)  -0.140
N (17.5434, 28.2972, -8.6795)  -0.226
C (18.0718, 27.9794, -10.0755)  0.012
C (17.8062, 29.8191, -8.3795)  -0.046
C (16.4317, 30.4633, -8.2587)  -0.133
C (15.5351, 29.5587, -9.0640)  -0.162
C (16.0069, 28.1937, -8.6800)  -0.105
H (18.4532, 24.0463, -6.7541)  0.058
H (17.6674, 25.1949, -5.6988)  0.088
H (19.3146, 25.5230, -6.1882)  0.072
H (16.8161, 25.6547, -8.0036)  0.121
H (18.4856, 25.4693, -8.5867)  0.089
H (19.2340, 27.4856, -7.7194)  0.141
H (17.8204, 27.7029, -6.6940)  0.139
H (17.7351, 26.9626, -10.2895)  0.080
H (19.1498, 27.9757, -10.2212)  0.116
H (17.5799, 28.5216, -10.8822)  0.115
H (18.4701, 30.1018, -9.1922)  0.130
H (18.3250, 29.8305, -7.4225)  0.128
H (16.3488, 31.5206, -8.5057)  0.137
H (16.1792, 30.4411, -7.1970)  0.129
H (15.5195, 29.6791, -10.1468)  0.128
H (14.5044, 29.6340, -8.7132)  0.137
H (15.7132, 27.4700, -9.4377)  0.135
H (15.7369, 27.9641, -7.6507)  0.145
C (22.5765, 17.9166, -2.2506)  -0.088
C (21.8569, 17.4870, -3.5226)  -0.207
C (20.9177, 18.6119, -3.9728)  -0.118
N (20.0903, 18.3067, -5.2238)  -0.190
C (20.9012, 18.1850, -6.5163)  0.030
C (19.1343, 17.1168, -5.1066)  -0.097
C (17.9469, 17.6451, -4.3152)  -0.143
C (17.7813, 19.0694, -4.7748)  -0.151
C (19.0676, 19.4719, -5.4393)  -0.087
H (23.4061, 18.6102, -2.3986)  0.069
H (23.0334, 17.0040, -1.8689)  0.090
H (21.9029, 18.3887, -1.5344)  0.078
H (21.2742, 16.5768, -3.3885)  0.115
H (22.5957, 17.2983, -4.3027)  0.121
H (21.4049, 19.5693, -4.1602)  0.100
H (20.2172, 18.7838, -3.1533)  0.133
H (20.2924, 18.0926, -7.4135)  0.086
H (21.5268, 17.2976, -6.4567)  0.088
H (21.4946, 19.0967, -6.5966)  0.089
H (18.7710, 16.8670, -6.1041)  0.108
H (19.5975, 16.2043, -4.7374)  0.127
H (17.1224, 16.9974, -4.6113)  0.128
H (18.2136, 17.4396, -3.2775)  0.119
H (16.9232, 19.1033, -5.4452)  0.107
H (17.4861, 19.6320, -3.8875)  0.119
H (18.9104, 19.5123, -6.5141)  0.087
H (19.4872, 20.3763, -5.0035)  0.109
N (16.5905, 20.5175, -9.8746)  -0.213
S (17.6540, 19.3332, -9.1331)  0.543
O (17.0671, 18.4850, -8.1164)  -0.254
O (19.0087, 19.7769, -8.9539)  -0.270
F (17.7479, 18.3543, -10.3443)  -0.141
S (16.2513, 21.0657, -8.5584)  0.351
O (17.2483, 21.6713, -7.6826)  -0.300
O (15.0718, 20.4697, -7.9521)  -0.304
F (15.6825, 22.4456, -9.1488)  -0.229
N (20.5497, 15.2783, -7.1529)  -0.289
S (20.7924, 13.7398, -6.5754)  0.525
O (21.9100, 13.0366, -7.1453)  -0.245
O (19.6451, 13.0429, -6.0868)  -0.260
F (21.4365, 14.1540, -5.1755)  -0.217
S (19.4220, 14.8968, -8.1375)  0.422
O (18.0938, 14.7504, -7.5925)  -0.318
O (19.7352, 14.0266, -9.2262)  -0.237
F (19.1786, 16.2698, -8.9510)  -0.217
C (19.5132, 18.4729, -12.8929)  -0.068
C (20.9168, 17.9485, -12.8961)  -0.787
O (21.8619, 18.7795, -13.0880)  -0.115
O (21.0836, 16.7319, -12.7646)  -0.012
H (18.7710, 17.8001, -12.4519)  0.051
H (19.1222, 18.5947, -13.9066)  0.075
H (19.2961, 19.3281, -12.2395)  0.028

DFT total energy ... -5153.20219 a.u.
2S+1 ... 1
HOMO energy ... -10.50 eV
Net charge ... +3
Orbital gap ... 4.463 eV



(4)
Density functional theory data (ωB97M-V with the def2-TZVPD basis set) for C5H9Br2N in the gas phase at a distorted geometry.

Each line ends with the natural charge from an NBO analysis.
Geometry (Å):
C (1.4856, 0.9825, 0.0096)  -0.606
C (-0.0978, 0.8523, 0.0083)  -0.396
C (-0.5229, -0.5686, -0.3169)  -0.427
C (-1.6831, -1.0531, 0.5478)  0.035
Br (-2.4515, -2.8667, -0.1951)  -0.205
N (-2.5340, -0.0641, 0.6289)  -0.435
C (-3.7140, 0.0525, -0.0098)  -0.067
Br (-4.5903, 1.5481, 0.0799)  0.191
H (1.7980, 1.0941, -1.0175)  0.202
H (1.7779, 1.8598, 0.6224)  0.216
H (1.9163, 0.0444, 0.3070)  0.197
H (-0.5418, 0.9863, 0.9779)  0.208
H (-0.4404, 1.6491, -0.6521)  0.206
H (-0.8604, -0.4349, -1.4219)  0.219
H (0.3916, -1.1643, -0.2655)  0.221
H (-1.3167, -1.3900, 1.4480)  0.213
H (-4.1808, -0.7845, -0.5731)  0.228

DFT total energy ... -5398.62963 a.u.
2S+1 ... 1
Energy above the lowest of the compared OMol25 structures with the same formula, charge and spin ... 33.3 kJ/mol
HOMO energy ... -9.93 eV
SMILES string ... CCC[C@H](Br)/N=C/Br
Orbital gap ... 10.212 eV